No. 1
82
Properties=species:S:1:pos:R:3 method="wB97M-V/def2-TZVPD" s_squared=6.011 total_charge=-1 spin_multiplicity=5 e_tot_ha=-3765.77471
Fe 0.2997 -0.3493 2.9094
Rb 1.3380 4.0729 1.5285
O -1.0727 -1.2496 1.5475
C -0.9657 -0.4882 0.2872
C -0.1893 0.9351 0.4769
O 0.7891 1.1535 1.4864
H -1.9007 -0.3183 -0.2466
H -0.3808 -1.0780 -0.4187
H -0.9664 1.6449 0.7606
H 0.1161 1.3707 -0.4744
C -0.4311 3.0040 5.4009
C 0.4871 3.8253 5.9367
C 1.9379 3.4058 5.9897
O 2.8487 4.2541 6.3319
C 2.4266 2.2388 5.4797
C 1.5307 1.3011 4.7852
C -0.0143 1.7556 4.6899
O -0.7207 0.9483 4.0441
O 1.8256 0.2842 4.1291
O -0.0020 5.0059 6.2628
H -1.4786 3.2667 5.4113
H 3.4842 2.0246 5.4358
C -4.5631 -6.9406 0.1729
O -3.2661 -6.5768 -0.2638
C -2.8040 -5.2910 -0.0205
O -3.3696 -4.4921 0.6962
O -1.7185 -5.1203 -0.7500
C -0.7705 -4.1133 -0.4997
H -4.4692 -8.0092 -0.0203
H -5.3139 -6.5055 -0.4868
H -4.8050 -6.8816 1.2341
H -0.2492 -4.2678 0.4450
H -1.3736 -3.2097 -0.4116
H -0.1216 -4.0458 -1.3730
C 2.5696 -2.4789 -1.4427
O 2.0387 -2.7594 -2.7096
C 2.7931 -2.6066 -3.7490
O 4.0070 -2.2915 -3.7967
O 2.0410 -2.8720 -4.8427
C 2.5155 -2.7044 -6.1694
H 2.2023 -1.6439 -0.8460
H 3.6557 -2.4112 -1.3792
H 2.4623 -3.4120 -0.8895
H 2.2633 -3.6519 -6.6454
H 3.6025 -2.6538 -6.1080
H 1.9866 -1.9397 -6.7384
C -3.1361 2.4396 3.3398
O -3.9966 1.6476 2.5014
C -4.8125 2.2409 1.4958
O -5.4210 1.5414 0.7164
O -4.8462 3.5944 1.6577
C -5.5035 4.4991 0.8426
H -2.1586 2.3957 2.8594
H -2.9524 1.8396 4.2310
H -3.4638 3.4429 3.6119
H -6.5401 4.2059 0.6766
H -5.0599 4.3757 -0.1454
H -5.3474 5.5346 1.1451
C 5.8416 3.9113 2.9554
O 4.9690 3.4260 1.9400
C 5.1099 2.2446 1.4304
O 5.8825 1.3480 1.7814
O 4.2983 2.1705 0.3821
C 4.1216 0.9386 -0.3515
H 6.8751 3.5828 2.8449
H 5.5502 3.6696 3.9775
H 5.8559 4.9949 2.8383
H 3.0702 0.9659 -0.6376
H 4.3540 0.0290 0.2022
H 4.8394 1.0015 -1.1694
C -1.1253 0.4992 -7.0648
O -1.2182 -0.0306 -5.7952
C -1.1954 -1.3689 -5.7195
O -1.2706 -2.1900 -6.6061
O -1.1593 -1.7955 -4.4393
C -1.5118 -0.9727 -3.2860
H -1.7250 -0.0473 -7.7927
H -0.1242 0.5951 -7.4852
H -1.6266 1.4649 -7.0007
H -2.0370 -1.5618 -2.5341
H -2.1849 -0.2373 -3.7267
H -0.6260 -0.5249 -2.8355

=====

No. 2
76
Properties=species:S:1:pos:R:3 method="wB97M-V/def2-TZVPD" s_squared=0.757 total_charge=-1 spin_multiplicity=2 e_tot_ha=-5155.74060
Lu 2.0560 0.7723 0.9455
S 4.6335 -1.4518 3.3397
Sb 4.5034 0.9076 3.0002
S 2.1381 1.2917 3.4324
S 4.5291 0.9653 0.5761
O 1.6862 3.7149 -4.2276
C 1.3634 2.4700 -4.5075
O 0.9211 2.1339 -5.5830
C 1.5869 1.4661 -3.4320
C 1.5256 0.1005 -3.6232
N 1.7206 -0.4739 -2.4294
N 1.9038 0.4243 -1.4676
C 1.8444 1.6160 -2.0506
C 2.0177 2.8503 -1.1939
O 2.3043 3.9108 -1.7577
O 1.8152 2.6753 0.0441
H 1.9189 3.8407 -3.2552
H 1.3532 -0.4551 -4.5292
H 1.7744 -1.4474 -2.1591
C -1.3648 -0.1733 3.0496
C -1.8569 1.0251 2.2313
C -1.2749 2.3254 2.8048
C -3.3795 1.1132 2.3086
P -1.1094 0.8906 0.4905
C -1.9370 2.3213 -0.3228
C -1.1727 3.4778 -0.4869
C -1.7029 4.6129 -1.0840
C -3.0123 4.6112 -1.5369
C -3.7876 3.4722 -1.3724
C -3.2586 2.3420 -0.7692
C -1.8422 -0.6281 -0.4045
C -0.8771 -1.7755 -0.0903
C -1.7585 -0.3290 -1.9074
C -3.2415 -1.1296 -0.0406
H -1.5876 -0.0149 4.1081
H -0.2833 -0.2958 2.9683
H -1.8490 -1.1014 2.7337
H -1.5206 2.4004 3.8674
H -1.6839 3.2003 2.2970
H -0.1875 2.3571 2.7274
H -3.6629 1.2942 3.3500
H -3.8670 0.1928 1.9899
H -3.7628 1.9421 1.7137
H -0.1490 3.4959 -0.1361
H -1.0871 5.4953 -1.2018
H -3.4298 5.4871 -2.0173
H -4.8148 3.4575 -1.7169
H -3.8950 1.4790 -0.6472
H 0.1512 -1.5158 -0.3198
H -1.1435 -2.6652 -0.6703
H -0.9202 -2.0332 0.9694
H -0.8167 0.1671 -2.1579
H -2.5644 0.3179 -2.2479
H -1.8105 -1.2620 -2.4770
H -3.2832 -1.4646 0.9966
H -3.4641 -1.9945 -0.6738
H -4.0336 -0.4005 -0.1998
C 1.3366 -3.1120 3.7558
C 1.3362 -3.7857 2.3971
O 2.5950 -3.6479 1.7169
P 2.9563 -2.3302 0.8743
O 1.9977 -1.2298 1.2824
Te 5.3210 -2.4905 0.6718
O 2.3298 -2.7089 -0.6192
C 2.8175 -3.8658 -1.3050
C 1.8026 -4.2771 -2.3560
H 0.3758 -3.2735 4.2497
H 1.5123 -2.0413 3.6541
H 2.1381 -3.5180 4.3728
H 0.5333 -3.3844 1.7738
H 1.1850 -4.8615 2.4980
H 2.9700 -4.6772 -0.5900
H 3.7838 -3.6397 -1.7642
H 0.8288 -4.4465 -1.8946
H 2.1315 -5.2006 -2.8330
H 1.6941 -3.5162 -3.1326

=====

No. 3
65
Properties=species:S:1:pos:R:3 method="wB97M-V/def2-TZVPD" total_charge=0 e_tot_ha=-1308.45690
C -1.5305 -1.8345 1.2293
O -0.8559 -2.6983 2.1102
C 0.5483 -2.6535 2.0245
C 1.0970 -3.4857 0.8412
C 1.0392 -4.9921 1.1196
C 2.1360 -5.4547 2.0737
C 3.4928 -5.0059 1.5423
C 3.4986 -3.4902 1.3856
N 2.4379 -3.0690 0.4902
C 2.7202 -2.1579 -0.4749
O 3.8394 -1.7055 -0.6374
C 1.5714 -1.7263 -1.3335
C 0.9851 -2.5699 -2.2650
C -0.0613 -2.1007 -3.0322
C -0.5458 -0.8008 -2.9076
O -1.5948 -0.5315 -3.7355
C -2.2770 0.7005 -3.6973
C 0.0737 0.0729 -1.9902
O -0.3853 1.3577 -1.9139
C 0.2697 2.3103 -1.0898
C -0.1025 3.6947 -1.6288
C -1.5936 3.9772 -1.3972
N -2.0193 3.8496 -0.0251
C -1.9777 5.0230 0.8270
C -0.6782 5.2642 1.6087
C -3.1626 4.9832 1.7990
C -1.6561 2.5659 0.5238
C -0.1699 2.1983 0.3749
C 1.1217 -0.4181 -1.2197
H -2.5914 -1.9602 1.4355
H -1.2478 -0.7898 1.4102
H -1.3379 -2.0698 0.1766
H 0.9072 -3.0497 2.9768
H 0.8947 -1.6142 1.9205
H 0.4485 -3.2789 -0.0144
H 0.0533 -5.2212 1.5266
H 1.1504 -5.5234 0.1717
H 1.9754 -5.0332 3.0678
H 2.1041 -6.5416 2.1656
H 4.2915 -5.3023 2.2232
H 3.6799 -5.4700 0.5722
H 4.4371 -3.1389 0.9517
H 3.3669 -3.0142 2.3650
H 1.3428 -3.5803 -2.3911
H -0.5415 -2.7347 -3.7608
H -1.6332 1.5315 -3.9919
H -3.0871 0.5962 -4.4196
H -2.6977 0.8985 -2.7086
H 1.3588 2.1782 -1.1724
H 0.1144 3.7365 -2.6969
H 0.5109 4.4418 -1.1241
H -2.1689 3.2533 -1.9858
H -1.8402 4.9781 -1.7569
H -2.1300 5.8784 0.1583
H 0.1790 5.3179 0.9425
H -0.5126 4.4757 2.3389
H -0.7504 6.2089 2.1430
H -3.2674 5.9420 2.3000
H -3.0228 4.2167 2.5568
H -4.0777 4.7680 1.2546
H -2.2444 1.8065 -0.0077
H -1.9391 2.5311 1.5761
H 0.4557 2.8619 0.9710
H -0.0243 1.1776 0.7337
H 1.6233 0.2203 -0.5104